Entry 1:
{
  "formula": "C2H4F2",
  "method": "ωB97M-V/def2-TZVPD",
  "e_homo_ha": [-0.308, -0.391],
  "charge": 0,
  "de_lowest_kj_mol": 455.0,
  "elements": ["C", "C", "F", "F", "H", "H", "H", "H"],
  "coordinates": [[-0.009686, 0.125662, -0.751092], [1.220052, 0.090334, 0.004954], [2.071264, 1.039623, -0.376613], [1.942448, -0.998005, 0.195655], [0.403426, -0.064415, -1.816308], [-0.685207, -0.703809, -0.434539], [-0.518773, 1.040539, -0.486967], [1.111513, 0.753381, 2.654149]],
  "forces_ev_per_angstrom": [[-0.2, -2.2, -1.0], [1.3, 0.9, 1.9], [0.2, 0.6, -0.1], [-0.4, -0.8, -0.3], [-1.5, 0.7, 1.1], [0.6, 0.5, -0.4], [0.0, 0.4, -0.8], [0.0, -0.1, -0.4]]
}

=====

Entry 2:
{
  "formula": "C46H34IIrN3O2P2S3",
  "method": "ωB97M-V/def2-TZVPD",
  "e_homo_ha": [-0.455, -0.458],
  "charge": 2,
  "spin_multiplicity": 2,
  "de_lowest_kj_mol": 230.0,
  "s_squared": 0.776,
  "elements": ["Ir", "O", "S", "C", "C", "C", "C", "C", "C", "P", "C", "C", "C", "C", "C", "C", "C", "C", "C", "C", "C", "C", "C", "C", "C", "C", "C", "C", "P", "C", "C", "C", "C", "C", "C", "C", "C", "C", "C", "C", "C", "H", "H", "H", "H", "H", "H", "H", "H", "H", "H", "H", "H", "H", "H", "H", "H", "H", "H", "H", "H", "H", "H", "H", "H", "H", "H", "H", "H", "S", "C", "C", "C", "C", "N", "C", "C", "C", "S", "C", "N", "H", "H", "N", "C", "O", "C", "I", "H", "H", "H", "H"],
  "coordinates": [[-0.145022, -1.368161, -0.614333], [-2.387923, -2.196095, 1.998112], [-1.107152, -1.548228, 1.657495], [-0.994150, 0.060425, 2.427409], [-0.899271, 0.113297, 3.812391], [-0.755928, 1.337497, 4.446373], [-0.664222, 2.490406, 3.682515], [-0.807711, 2.434932, 2.300129], [-1.002575, 1.219440, 1.643396], [-1.802580, 1.214580, -0.000164], [-0.620027, 0.590886, -1.293607], [-1.104580, 0.209694, -2.697871], [-0.044072, 0.163732, -3.728569], [1.309055, 0.634813, -3.471418], [1.682541, 0.977868, -2.236092], [0.724813, 0.956853, -1.164358], [-2.078014, 2.956216, -0.426337], [-1.296268, 3.698162, -1.314988], [-1.644167, 5.010161, -1.625686], [-2.780071, 5.579900, -1.067961], [-3.575753, 4.841690, -0.198423], [-3.229633, 3.535670, 0.116304], [0.182851, -2.424573, 2.513374], [-0.170720, -3.278855, 3.543933], [0.837539, -3.991847, 4.184572], [2.159213, -3.854739, 3.776542], [2.489520, -3.012519, 2.721076], [1.494281, -2.295161, 2.073648], [1.833824, -1.164418, 0.704320], [2.474503, 0.327602, 1.514539], [2.302680, 0.552478, 2.876481], [2.811532, 1.707615, 3.461960], [3.483583, 2.644982, 2.693457], [3.674554, 2.420371, 1.332912], [3.177421, 1.267256, 0.748994], [3.270139, -1.786132, -0.207428], [3.104495, -2.398207, -1.452162], [4.211415, -2.832642, -2.169960], [5.487420, -2.656610, -1.651073], [5.659423, -2.046028, -0.415288], [4.558241, -1.604971, 0.301994], [-0.946773, -0.802154, 4.395137], [-0.705652, 1.383680, 5.528398], [-0.507857, 3.450954, 4.162042], [-0.798726, 3.354893, 1.731521], [-2.628539, -0.253414, -4.066863], [-0.387483, 0.211301, -4.757004], [2.005536, 0.680077, -4.304785], [2.694531, 1.319676, -2.044155], [1.025770, 1.333342, -0.196055], [-0.409675, 3.272330, -1.775461], [-1.029285, 5.584893, -2.310452], [-3.053242, 6.597591, -1.322571], [-4.476083, 5.277826, 0.219556], [-3.854699, 2.957716, 0.792705], [-1.214065, -3.375670, 3.834276], [0.585519, -4.665065, 4.996422], [2.938982, -4.417023, 4.276200], [3.519981, -2.933107, 2.393062], [1.798204, -0.179464, 3.492247], [2.686676, 1.866492, 4.528192], [3.880457, 3.542911, 3.155957], [4.225299, 3.137875, 0.734588], [3.379507, 1.069206, -0.297429], [2.114520, -2.530084, -1.853392], [4.081002, -3.301613, -3.138648], [6.352440, -2.988190, -2.213922], [6.655795, -1.903754, -0.013268], [4.706260, -1.108419, 1.255098], [-0.511071, -1.528793, -3.072514], [-2.529053, 0.426972, -3.208523], [-2.740288, 1.822897, -3.725313], [-3.930552, 2.430252, -3.632638], [-4.080383, 3.772636, -4.156703], [-4.177312, 4.853817, -4.543750], [-5.037799, 1.795338, -2.936433], [-4.819112, 0.629921, -2.205672], [-3.588473, -0.000529, -2.215667], [-3.216918, -1.170465, -1.041694], [-6.316749, 2.435953, -2.879330], [-7.347499, 2.950180, -2.808473], [-1.919847, 2.318867, -4.235535], [-5.602674, 0.265081, -1.552510], [0.453303, -5.667930, -0.810888], [-0.294840, -4.667033, -0.356411], [0.185042, -3.513760, -0.309881], [-1.685316, -5.001780, 0.076884], [-2.959430, -4.778571, -1.621688], [1.381567, -5.479941, -1.150130], [0.111223, -6.612154, -0.841442], [-2.049026, -4.317657, 0.834230], [-1.782380, -6.033433, 0.396512]],
  "forces_ev_per_angstrom": [[0.8, 0.4, 1.2], [0.4, 0.1, -0.3], [-0.3, 0.4, -0.3], [0.1, -0.1, 0.3], [-0.1, -0.1, -0.1], [0.0, 0.0, 0.1], [0.0, 0.1, 0.0], [0.1, 0.0, 0.1], [0.3, 0.3, -0.2], [-0.7, 0.0, 0.0], [-1.1, 0.5, -0.1], [0.1, 0.2, 0.1], [0.1, 0.1, -0.1], [0.0, -0.1, -0.4], [0.1, 0.2, 0.2], [0.4, -1.0, 0.2], [0.2, 0.0, -0.2], [0.0, 0.1, 0.0], [0.1, -0.1, -0.1], [0.0, 0.0, 0.0], [0.0, -0.1, 0.0], [0.0, 0.0, 0.0], [-0.1, -0.2, 0.0], [0.0, 0.0, 0.1], [0.0, 0.0, 0.0], [0.0, 0.0, 0.0], [0.1, -0.1, 0.0], [0.0, 0.1, 0.1], [-0.1, -0.4, -0.8], [-0.1, 0.2, -0.1], [0.1, 0.0, 0.0], [0.0, 0.0, 0.1], [0.0, 0.0, 0.0], [0.0, 0.0, 0.0], [0.1, 0.0, 0.1], [0.0, 0.0, -0.2], [0.3, 0.0, 0.2], [0.0, 0.0, 0.0], [0.0, 0.0, 0.0], [0.1, 0.0, 0.0], [0.0, 0.0, 0.1], [0.0, 0.1, -0.1], [0.0, 0.0, -0.1], [0.0, -0.1, 0.0], [0.0, 0.0, 0.0], [-0.1, 0.0, -0.1], [0.0, 0.0, 0.0], [-0.2, 0.0, 0.1], [-0.2, 0.0, -0.1], [-0.1, 0.2, -0.1], [0.0, 0.0, 0.1], [-0.1, -0.1, 0.1], [0.0, -0.1, 0.0], [0.1, 0.0, 0.0], [0.0, 0.0, -0.1], [0.1, 0.0, -0.1], [0.0, 0.1, -0.1], [0.0, 0.0, 0.0], [-0.1, 0.0, 0.0], [0.0, 0.0, 0.0], [0.0, 0.0, -0.1], [0.0, -0.1, -0.1], [0.0, -0.1, 0.0], [0.0, 0.0, 0.2], [-0.2, 0.0, -0.1], [0.0, 0.0, 0.1], [-0.1, 0.0, 0.0], [-0.1, 0.0, 0.0], [0.0, 0.0, -0.1], [0.0, -0.2, 0.4], [0.1, 0.4, 0.5], [0.0, 0.0, 0.0], [0.3, 0.5, -0.3], [-0.1, 0.2, 0.0], [0.1, -0.6, 0.2], [0.1, -1.3, 1.1], [-1.8, 2.0, -0.9], [2.1, -2.6, 1.4], [-0.9, 0.9, -1.6], [-0.4, 0.3, 0.1], [0.6, -0.3, -0.1], [-0.1, -0.1, 0.0], [0.0, -0.1, -0.1], [0.0, 0.2, 0.2], [0.0, 0.0, -0.1], [0.1, 0.0, -0.3], [-0.1, 0.1, -0.1], [0.0, 0.0, -0.1], [0.1, 0.0, 0.0], [0.0, -0.1, 0.0], [0.0, 0.1, 0.1], [0.0, 0.0, 0.1]]
}

=====

Entry 3:
{
  "formula": "C4H11NO3",
  "method": "ωB97M-V/def2-TZVPD",
  "e_homo_ha": -0.364,
  "charge": 0,
  "de_lowest_kj_mol": 81.4,
  "smiles": "C[C@H](N)C(O)(O)CO",
  "elements": ["C", "C", "C", "C", "N", "O", "O", "O", "H", "H", "H", "H", "H", "H", "H", "H", "H", "H", "H"],
  "coordinates": [[0.381804, -0.136708, 0.496700], [-0.064503, 0.639383, -0.758497], [-0.647247, -0.140274, 1.639761], [-1.278290, 0.000549, -1.434260], [1.118131, 0.709709, -1.609376], [1.535334, 0.469577, 1.027862], [0.664160, -1.457444, 0.112698], [-0.106708, -0.819261, 2.743331], [2.091395, 0.710985, 0.271614], [0.747392, -1.979225, 0.923191], [0.741827, -0.398479, 2.939104], [-0.304622, 1.663501, -0.447846], [0.915345, 1.230788, -2.454939], [1.377182, -0.235476, -1.878310], [-1.542556, -0.687916, 1.344225], [-0.911032, 0.893449, 1.896035], [-1.481044, 0.504671, -2.377604], [-1.077323, -1.050141, -1.629088], [-2.159244, 0.082314, -0.804600]],
  "forces_ev_per_angstrom": [[-0.4, 0.4, 0.2], [-0.1, -0.3, 0.2], [0.1, 0.3, -0.5], [0.3, 0.1, 0.1], [0.1, -0.1, -0.2], [0.0, 0.1, 0.3], [0.0, -0.2, -0.2], [0.2, -0.2, 0.3], [-0.1, 0.0, -0.1], [0.0, 0.1, 0.0], [-0.1, 0.0, 0.0], [0.0, -0.2, 0.1], [0.1, 0.0, 0.1], [0.0, 0.1, -0.1], [0.0, 0.1, 0.0], [0.0, -0.1, -0.1], [-0.1, 0.0, 0.0], [0.0, -0.1, 0.0], [-0.2, 0.0, 0.0]]
}

=====

Entry 4:
{
  "formula": "CH4N2S",
  "method": "ωB97M-V/def2-TZVPD",
  "e_homo_ha": -0.304,
  "charge": 0,
  "de_lowest_kj_mol": 363.8,
  "elements": ["C", "N", "N", "S", "H", "H", "H", "H"],
  "coordinates": [[-0.691694, 0.554761, 1.801196], [-0.006228, 0.775236, 0.820564], [0.812311, -0.662167, -2.026397], [-0.443796, -0.901390, -0.929059], [-0.468078, 1.164940, 2.754182], [-1.569872, -0.274515, 1.880221], [1.780684, -0.659896, -1.565580], [0.586674, 0.003032, -2.735126]],
  "forces_ev_per_angstrom": [[-2.6, -1.5, 2.7], [0.9, -1.2, -3.5], [0.6, -0.7, 2.5], [1.3, 1.7, 1.1], [-0.5, -0.8, -1.2], [1.9, 1.8, 0.0], [-2.0, 0.1, -1.4], [0.5, 0.6, -0.2]]
}

=====

Entry 5:
{
  "formula": "C18H16N2O12P",
  "method": "ωB97M-V/def2-TZVPD",
  "e_homo_ha": -0.116,
  "charge": -1,
  "elements": ["N", "P", "N", "H", "H", "H", "H", "C", "C", "C", "O", "C", "C", "C", "O", "O", "O", "H", "H", "H", "H", "C", "C", "C", "O", "C", "C", "C", "O", "O", "O", "H", "H", "H", "H", "C", "C", "C", "O", "C", "C", "C", "O", "O", "O", "H", "H", "H", "H"],
  "coordinates": [[3.869769, 0.337701, 3.324364], [3.885009, -0.108498, 1.778868], [3.552238, 1.087554, 0.640381], [3.165437, -0.177039, 3.850684], [2.914112, -1.126619, 1.550963], [5.186251, -0.666113, 1.513911], [3.925894, 1.994460, 0.923014], [1.614955, 3.051327, -1.383459], [0.719889, 2.691194, -2.305397], [-0.271249, 3.654875, -2.855357], [-1.059670, 3.284891, -3.708755], [-0.261225, 5.024040, -2.335728], [0.631418, 5.387313, -1.413856], [1.642746, 4.426531, -0.881963], [2.443852, 4.814685, -0.055364], [0.665407, 6.639227, -0.914007], [0.663974, 1.429614, -2.789312], [2.341900, 2.352331, -0.975041], [-0.998810, 5.710772, -2.728267], [1.397330, 6.635670, -0.271519], [-0.060534, 1.436232, -3.436582], [1.713105, -4.206654, -0.356336], [1.100370, -5.158556, -1.062717], [0.065015, -6.042234, -0.452783], [-0.480664, -6.885613, -1.141975], [-0.248841, -5.857118, 0.963901], [0.365902, -4.907013, 1.672476], [1.382186, -4.005909, 1.055687], [1.900625, -3.145889, 1.734713], [0.100391, -4.713812, 2.976327], [1.384672, -5.369787, -2.364190], [2.463396, -3.557879, -0.787905], [-0.988335, -6.514722, 1.399228], [0.672035, -3.972239, 3.247986], [0.808915, -6.104041, -2.636809], [-4.361861, 0.997782, 1.558877], [-3.949675, -0.215910, 1.187894], [-2.848435, -0.400100, 0.197438], [-2.496554, -1.526783, -0.094563], [-2.241630, 0.796544, -0.385101], [-2.656582, 2.010863, -0.015972], [-3.738437, 2.195181, 0.993744], [-4.071877, 3.320748, 1.312541], [-2.116353, 3.127258, -0.537092], [-4.505225, -1.335549, 1.688768], [-5.156903, 1.142947, 2.276957], [-1.454958, 0.651260, -1.113938], [-2.579903, 3.867426, -0.108356], [-4.029071, -2.070348, 1.263622]],
  "forces_ev_per_angstrom": [[0.1, -0.7, -0.2], [-0.8, 3.4, -0.6], [0.2, -2.0, 0.9], [0.1, 0.2, -0.1], [0.7, 0.2, -0.4], [-0.4, -0.3, -0.2], [0.1, -0.3, 0.3], [0.3, 0.1, 0.1], [0.4, -0.5, 0.2], [-0.3, 0.4, 0.0], [0.1, -0.2, 0.0], [-0.2, -0.2, -0.3], [-0.5, 0.8, -0.1], [0.3, -0.9, 0.0], [-0.2, 0.5, 0.0], [0.2, -0.6, 0.0], [-0.3, 0.6, 0.0], [0.1, -0.2, 0.2], [0.0, 0.0, 0.0], [0.1, 0.0, 0.1], [0.0, 0.0, -0.1], [0.1, 0.1, 0.2], [0.5, 0.3, -0.6], [-0.3, -0.1, 0.6], [0.2, 0.0, -0.3], [-0.1, -0.2, -0.4], [-0.6, -0.3, 0.8], [0.5, 0.3, -0.6], [-0.3, -0.4, 0.4], [0.4, 0.2, -0.7], [-0.4, -0.2, 0.6], [0.0, 0.0, 0.0], [0.0, 0.0, 0.0], [0.0, 0.1, 0.1], [-0.1, -0.1, -0.1], [0.0, 0.4, 0.0], [-0.7, -0.3, 0.6], [0.6, 0.4, -0.5], [-0.3, -0.2, 0.2], [0.0, -0.4, 0.0], [0.7, 0.2, -0.6], [-0.4, -0.3, 0.4], [0.2, 0.1, -0.2], [-0.5, -0.4, 0.5], [0.5, 0.3, -0.5], [0.0, 0.0, 0.0], [0.1, 0.0, 0.1], [0.0, 0.1, 0.0], [0.0, -0.1, 0.0]]
}